# C4H16N8O4Rb

A molecular structure, C4H16N8O4Rb (ωB97M-V/def2-TZVPD, the Open Molecules 2025 dataset).

Each line ends with the Mulliken charge.
Element x y z (Å)
Rb1 0.5785 -1.0323 -0.8957  0.9567
C1 0.8959 2.6514 -1.1161  0.5601
O1 1.5480 1.6321 -1.4419  -0.6267
N1 1.1867 3.8578 -1.5674  -0.3875
N2 -0.2151 2.7582 -0.4559  -0.1891
H1 1.9513 3.9738 -2.2171  0.2561
H2 0.6764 4.7150 -1.4096  0.1561
H3 -0.4631 3.5452 0.1265  0.2162
H4 -0.7565 1.9347 -0.2345  -0.0281
C2 1.3341 0.8142 2.4347  0.6786
O2 1.2635 -0.1938 1.7391  -0.6561
N3 0.5917 1.0492 3.5065  -0.4140
N4 2.3605 1.6392 2.4183  -0.3973
H5 0.8446 1.8543 4.0614  0.1647
H6 -0.0167 0.2786 3.7434  0.2440
H7 2.9239 1.5877 1.5816  0.2302
H8 2.4090 2.4686 2.9927  0.1744
C3 -3.0370 0.8106 -1.0424  0.6594
O3 -2.0737 0.0767 -0.9218  -0.6031
N5 -3.9103 0.5805 -1.9708  -0.4054
N6 -3.3365 1.8387 -0.2387  -0.4006
H9 -4.7636 1.0974 -2.1285  0.1761
H10 -3.7021 -0.2627 -2.4862  0.2211
H11 -2.9327 1.8373 0.6870  0.2558
H12 -4.2146 2.3103 -0.4021  0.1774
C4 1.0476 -4.8187 -0.5534  0.9079
O4 0.1853 -3.9196 -0.6173  -0.1839
N7 2.1720 -4.7874 -1.2788  -0.3385
N8 0.8660 -5.8970 0.1478  -0.3210
H13 2.7399 -5.5845 -1.0293  0.1991
H14 2.3363 -4.0651 -1.9654  0.2346
H15 1.5216 -6.6353 -0.0648  0.1998
H16 -0.0110 -6.1153 0.5986  0.2831

Computed properties:
**2S+1**: 2
**Calculated total energy**: -924.64677 a.u.
**Gap between HOMO and LUMO (spin up / spin down)**: 0.3234 / 0.0899 hartree
**Molecular weight**: 325.69 g mol⁻¹
**HOMO level (spin up / spin down)**: -14.8 / -14.8 eV
**Net charge**: +2

---

# C4H16NO2

3 unconnected molecules or ions with the total composition C4H16NO2 (ωB97M-V/def2-TZVPD, the Open Molecules 2025 dataset).

Each line ends with the Mulliken charge.
Element x y z (Å)
C1 -0.2133 -2.4853 0.7090  -1.4693
C2 -0.3666 -1.0387 0.2963  0.8231
N1 0.6190 -0.7294 -0.8624  -0.1728
C3 0.0857 -0.1011 -2.1112  -0.9782
C4 -1.7981 -0.6175 0.0139  -1.2503
H1 0.6941 -2.6612 1.2463  0.4052
H2 -0.0790 -3.0699 -0.1982  0.3895
H3 -1.0589 -2.8446 1.2835  0.4106
H4 0.0513 -0.3046 0.9765  0.0991
H5 1.3842 -0.1069 -0.5562  0.4017
H6 1.1517 -1.5524 -1.1477  0.3913
H7 -0.8042 -0.6272 -2.3686  0.3516
H8 -0.1509 0.9254 -1.8489  0.3690
H9 0.8671 0.0532 -2.8500  0.3687
H10 -2.1562 -0.6904 -1.0058  0.3211
H11 -2.1564 0.3532 0.3708  0.2006
H12 -2.4667 -1.2622 0.5948  0.3584
H13 -0.7215 3.6133 1.1474  0.3053
H14 -1.1939 2.1466 1.3888  0.3022
O1 -0.4320 2.6953 1.1845  -0.6010
H15 2.6058 1.7459 1.1000  0.2963
H16 1.2276 2.1267 0.3715  0.3161
O2 1.9034 1.4472 0.5227  -0.6381

Computed properties:
**2S+1**: 1
**Calculated total energy**: -366.98767 a.u.
**Gap between HOMO and LUMO**: 0.4587 hartree
**Molecular weight**: 110.18 g mol⁻¹
**HOMO level**: -15.2 eV
**ΔE to the lowest compared entry with this formula, charge and spin**: 1.138 eV
**Net charge**: +1

---

# C4H16NO2

3 unconnected molecules or ions with the total composition C4H16NO2 (ωB97M-V/def2-TZVPD, the Open Molecules 2025 dataset).

Each line ends with the Mulliken charge.
Element x y z (Å)
C1 0.4679 0.6708 0.6094  -0.9792
C2 -0.5160 0.8094 -0.6438  0.6134
C3 -1.1890 2.1708 -0.5729  -1.5515
C4 0.4379 0.4545 -1.9190  -1.1677
N1 0.5775 -0.8131 1.0141  -0.2836
H1 1.4526 1.0905 0.3532  0.2958
H2 0.1394 1.3736 1.3560  0.4487
H3 -1.1968 0.0148 -0.5015  0.1711
H4 -2.0842 2.0796 -0.2027  0.4278
H5 -0.4451 2.8999 -0.2228  0.4121
H6 -1.3175 2.5289 -1.6409  0.3826
H7 -0.2342 -0.0538 -2.7090  0.3384
H8 1.1543 -0.3007 -1.7111  0.3751
H9 0.6749 1.4361 -2.4672  0.3269
H10 -0.3904 -1.2336 1.4885  0.3251
H11 0.7697 -1.2263 0.1645  0.3876
H12 1.2426 -0.8617 1.7454  0.4597
H13 2.6915 -2.3634 0.7261  0.3240
H14 3.7757 -1.1794 0.6519  0.2763
O1 2.8548 -1.3763 0.7625  -0.5903
H15 -3.2053 -2.4391 1.8865  0.3385
H16 -3.1097 -1.5815 0.6680  0.3049
O2 -2.5508 -2.1003 1.1651  -0.6358

Computed properties:
**2S+1**: 1
**Calculated total energy**: -366.92807 a.u.
**Gap between HOMO and LUMO**: 0.4311 hartree
**Molecular weight**: 110.18 g mol⁻¹
**HOMO level**: -14.8 eV
**ΔE to the lowest compared entry with this formula, charge and spin**: 2.760 eV
**Net charge**: +1

---

# C4H16NO2S

3 unconnected molecules or ions with the total composition C4H16NO2S (ωB97M-V/def2-TZVPD, the Open Molecules 2025 dataset).

Each line ends with the Mulliken charge.
Element x y z (Å)
C1 -0.5669 -0.3335 -2.6508  -1.6071
C2 -0.3098 -0.2699 -1.1516  0.1672
C3 0.5277 -1.4470 -0.6902  -1.2096
C4 0.5479 -1.8086 0.8218  -0.7777
S1 -1.0026 -1.4909 1.6639  -0.2763
N1 0.4900 0.9581 -0.7257  -0.6215
H1 0.3453 -0.1152 -3.2042  0.3998
H2 -1.1276 0.5315 -3.0285  0.4058
H3 -1.0112 -1.3098 -2.8402  0.4269
H4 -1.3259 -0.2933 -0.7363  0.3400
H5 0.3298 -2.3739 -1.2218  0.5788
H6 1.5418 -1.2396 -1.1153  0.2367
H7 1.4117 -1.3422 1.3348  0.3106
H8 0.9146 -2.8294 0.9075  0.4645
H9 -0.5676 -0.5052 2.4862  0.1720
H10 1.1611 1.1514 -1.4785  0.8054
H11 1.0500 0.7585 0.1639  0.1948
H12 -0.0848 1.8115 -0.7594  0.3464
H13 3.1326 0.7180 1.0265  0.3636
H14 2.1938 1.5811 1.9372  0.3697
O1 2.3664 1.3351 0.9971  -0.9676
H15 -1.2548 3.6380 0.9003  0.3394
H16 -2.1566 3.6296 -0.4196  0.2927
O2 -1.4335 3.1967 0.0552  -0.7544

Computed properties:
**2S+1**: 2
**Calculated total energy**: -765.28266 a.u.
**Gap between HOMO and LUMO (spin up / spin down)**: 0.1182 / 0.3411 hartree
**Molecular weight**: 142.24 g mol⁻¹
**HOMO level (spin up / spin down)**: -2.9 / -9.1 eV
**ΔE to the lowest compared entry with this formula, charge and spin**: 0.138 eV

---

# C4H16NO3

4 unconnected molecules or ions with the total composition C4H16NO3 (ωB97M-V/def2-TZVPD, the Open Molecules 2025 dataset).

Each line ends with the Mulliken charge.
Element x y z (Å)
C1 -0.3921 0.3599 -2.4010  -1.1125
C2 0.8448 -0.3234 -1.8498  -0.8215
C3 0.8042 -0.4815 -0.3531  -0.1458
C4 1.0864 0.6031 0.3835  -0.4274
N1 0.6919 0.7156 1.7966  -0.0925
H1 -0.1765 0.8828 -3.3163  0.3658
H2 -0.8491 1.0084 -1.6204  0.2627
H3 -1.2054 -0.3363 -2.5043  0.4538
H4 1.6951 0.3193 -2.0661  0.3154
H5 1.0484 -1.2549 -2.3591  0.3527
H6 0.3493 -1.3754 0.1155  0.5042
H7 1.5639 1.4981 -0.0346  0.3673
H8 1.4026 0.3099 2.4409  0.3797
H9 0.5016 1.6593 2.0924  0.3993
H10 -0.1635 0.1211 1.8491  0.2285
H11 -2.2072 -0.9431 2.0089  0.2921
H12 -2.1815 -1.3987 0.5997  0.3094
O1 -1.5707 -1.2099 1.3258  -0.6483
H13 -2.3763 2.9491 -1.1049  0.3177
H14 -2.3275 1.7112 -2.0928  0.3896
O2 -2.5635 2.0141 -1.2162  -0.6784
H15 1.4852 -2.2824 2.4155  0.3076
H16 2.4175 -2.1490 1.1683  0.3025
O3 1.9101 -1.6531 1.8177  -0.6218

Computed properties:
**2S+1**: 1
**Calculated total energy**: -442.19885 a.u.
**Gap between HOMO and LUMO**: 0.3912 hartree
**Molecular weight**: 126.18 g mol⁻¹
**HOMO level**: -13.7 eV
**ΔE to the lowest compared entry with this formula, charge and spin**: 1.789 eV
**Net charge**: +1

---

# C4H16NO3

3 unconnected molecules or ions with the total composition C4H16NO3 (ωB97M-V/def2-TZVPD, the Open Molecules 2025 dataset).

Each line ends with the Mulliken charge.
Element x y z (Å)
C1 0.8902 0.6578 -1.2477  -1.3225
C2 0.3819 -0.6198 -0.5114  -0.0599
C3 -0.5661 -1.3493 -1.4076  0.0984
C4 -1.7666 -0.5527 -1.8827  -1.1446
O1 -0.9771 -2.5512 -0.8116  -0.5473
N1 -0.2207 -0.1783 0.8378  -0.1129
H1 0.6251 0.5227 -2.2991  0.4361
H2 0.4557 1.5947 -0.9303  0.3326
H3 1.9654 0.6787 -1.4494  0.3289
H4 1.3889 -1.0673 -0.2888  0.3093
H5 -0.0524 -1.6400 -2.3804  0.4331
H6 -1.9809 0.2862 -1.1896  0.2503
H7 -1.5904 -0.0912 -2.8639  0.3269
H8 -2.7605 -1.0013 -1.9141  0.3701
H9 -0.8868 -2.5787 0.1475  0.3471
H10 0.0308 -0.8742 1.5324  0.3776
H11 0.2480 0.7048 1.0658  0.1780
H12 -1.2235 -0.1709 0.7166  0.4133
H13 2.1515 1.3152 2.6199  0.2771
H14 3.0598 0.5176 1.8611  0.2997
O2 2.0984 0.6026 1.9634  -0.5805
H15 -0.8207 3.5569 1.7142  0.3045
H16 0.2641 3.3696 2.6182  0.2932
O3 -0.2150 2.8319 1.9685  -0.6084

Computed properties:
**2S+1**: 1
**Calculated total energy**: -442.20599 a.u.
**Gap between HOMO and LUMO**: 0.4047 hartree
**Molecular weight**: 126.18 g mol⁻¹
**HOMO level**: -14.1 eV
**ΔE to the lowest compared entry with this formula, charge and spin**: 1.595 eV
**Net charge**: +1

---

# C4H16NO3

4 unconnected molecules or ions with the total composition C4H16NO3 (ωB97M-V/def2-TZVPD, the Open Molecules 2025 dataset).

Each line ends with the Mulliken charge.
Element x y z (Å)
C1 0.4195 -0.0395 0.9626  -0.7972
N1 -0.7619 -0.5642 0.2501  0.0309
C2 -1.8100 0.2951 0.7971  -0.6368
C3 -1.3207 1.6279 1.1510  -0.7202
C4 0.2170 1.6123 0.9646  -0.3582
H1 0.6464 -0.4504 1.8688  0.3961
H2 1.4167 -0.3067 0.5545  0.3705
H3 -0.9086 -1.5716 0.4191  0.3256
H4 -0.7358 -0.5075 -0.7511  0.2076
H5 -2.1322 -0.0602 1.7737  0.4109
H6 -2.7798 0.3228 0.1702  0.4207
H7 -1.6838 2.4557 0.7239  0.4636
H8 -1.6467 1.7111 2.2780  0.2804
H9 0.5691 2.1003 1.9006  0.3156
H10 0.4033 2.0185 -0.0999  0.2807
H11 -2.4440 1.7581 -1.8044  0.3249
H12 -1.7669 0.5358 -2.5249  0.2892
O1 -2.2304 0.7849 -1.7390  -0.6287
H13 4.6967 -0.8155 -0.0373  0.2982
H14 4.7278 -2.4267 0.2521  0.3442
O2 4.1889 -1.5468 -0.0432  -0.6317
H15 0.7442 -3.0024 -2.3027  0.2605
H16 1.4811 -1.7874 -2.6182  0.3188
O3 0.7102 -2.1437 -2.1457  -0.5656

Computed properties:
**2S+1**: 1
**Calculated total energy**: -442.15751 a.u.
**Gap between HOMO and LUMO**: 0.4221 hartree
**Molecular weight**: 126.18 g mol⁻¹
**HOMO level**: -14.3 eV
**ΔE to the lowest compared entry with this formula, charge and spin**: 2.914 eV
**Net charge**: +1

---

# C4H16NO3

4 unconnected molecules or ions with the total composition C4H16NO3 (ωB97M-V/def2-TZVPD, the Open Molecules 2025 dataset).

Each line ends with the Mulliken charge.
Element x y z (Å)
C1 -0.2380 -0.3181 -0.3112  -0.5775
C2 -0.5748 0.6270 -1.4807  -0.5650
C3 -1.1816 -0.2333 -2.5994  -0.2571
C4 -0.5999 -0.5156 -3.7425  -0.6936
N1 0.4624 0.3254 0.8533  -0.0568
H1 -1.1871 -0.7858 -0.0638  0.3218
H2 0.4611 -1.0587 -0.7115  0.3381
H3 -1.2794 1.3750 -1.1108  0.3404
H4 0.3218 1.1014 -1.8656  0.4150
H5 -2.1184 -0.6306 -2.2120  0.2975
H6 -1.0654 -0.8191 -4.6748  0.2880
H7 0.4299 -0.2151 -3.9374  0.2303
H8 0.9372 1.1551 0.4479  0.1813
H9 -0.1402 0.5212 1.6349  0.3637
H10 1.2066 -0.3163 1.1029  0.3963
H11 0.5098 -1.5472 3.0904  0.3606
H12 1.3408 -0.7826 3.9800  0.3220
O1 1.3559 -1.0657 3.0499  -0.6558
H13 -2.0572 -1.5378 3.1157  0.2979
H14 -1.2896 -2.6205 2.2644  0.3297
O2 -1.3138 -1.6731 2.5130  -0.6281
H15 2.2999 2.7862 -0.8358  0.3104
H16 1.1553 3.6348 -0.1417  0.2999
O3 1.5510 2.7535 -0.1998  -0.6587

Computed properties:
**2S+1**: 1
**Calculated total energy**: -442.22098 a.u.
**Gap between HOMO and LUMO**: 0.3693 hartree
**Molecular weight**: 126.18 g mol⁻¹
**HOMO level**: -12.9 eV
**ΔE to the lowest compared entry with this formula, charge and spin**: 1.187 eV
**Net charge**: +1

---

# C4H16NO3

3 unconnected molecules or ions with the total composition C4H16NO3 (ωB97M-V/def2-TZVPD, the Open Molecules 2025 dataset).

Each line ends with the Mulliken charge.
Element x y z (Å)
C1 0.4104 1.5736 0.5077  -0.7730
C2 -0.8395 0.6495 0.1806  -0.6069
C3 -0.9538 0.0637 -1.2183  -0.5730
C4 0.2648 -0.9217 -1.5064  -0.3414
O1 0.6025 -1.7670 -0.4462  -0.2183
N1 -0.1118 2.9978 0.4932  -0.2834
H1 1.2815 1.4995 -0.1554  0.4313
H2 0.8864 1.2072 1.4279  0.4400
H3 -0.6678 -0.1210 0.9351  0.2407
H4 -1.7599 1.2274 0.3965  0.5037
H5 -0.8611 0.7594 -2.0545  0.3821
H6 -1.9790 -0.3553 -1.3511  0.3540
H7 0.1529 -1.5266 -2.4303  0.3408
H8 1.1941 -0.3105 -1.5909  0.3896
H9 -0.2140 -2.1217 0.0479  0.4810
H10 -0.9017 3.0784 1.1485  0.3605
H11 -0.4901 3.1449 -0.4393  0.3364
H12 0.5460 3.7712 0.6936  0.3735
H13 -1.0348 -3.5275 1.5096  0.3359
H14 -2.2022 -3.3408 0.4013  0.3146
O2 -1.4139 -2.9781 0.8159  -0.6396
H15 2.0497 -1.2304 0.4757  0.3925
H16 3.4600 -1.0877 1.0955  0.3414
O3 2.5812 -0.6842 1.0634  -0.5823

Computed properties:
**2S+1**: 2
**Calculated total energy**: -441.73198 a.u.
**Gap between HOMO and LUMO (spin up / spin down)**: 0.4359 / 0.1938 hartree
**Molecular weight**: 126.18 g mol⁻¹
**HOMO level (spin up / spin down)**: -18.4 / -18.3 eV
**ΔE to the lowest compared entry with this formula, charge and spin**: 1.381 eV
**Net charge**: +2